No. 1
# C19H49F6N3O13S4

8 unconnected molecules or ions with the total composition C19H49F6N3O13S4 at a distorted geometry (the ωB97M-V functional and the def2-TZVPD basis, the Open Molecules 2025 dataset).

```
94
Properties=species:S:1:pos:R:3:mulliken_charge:R:1
N 9.40788 16.04668 10.88600 1.34
H 9.44382 16.58311 10.03099 0.62
H 9.84401 16.61856 11.59513 0.25
H 9.97444 15.21543 10.79579 -0.07
H 8.46831 15.74496 11.10110 0.09
N 12.48134 13.74627 13.28357 -0.09
H 12.16025 14.30913 14.05829 0.45
H 13.48910 13.81321 13.28974 0.36
H 11.93521 14.01419 12.47731 -0.04
H 12.21883 12.77099 13.28292 0.37
C 4.78380 11.05963 15.83982 -1.41
C 6.16727 10.94825 15.22429 -0.23
C 6.23264 12.09070 14.17764 -0.91
N 7.50464 11.97737 13.30468 0.89
C 8.72839 12.29733 14.17314 -1.27
C 7.53461 12.95945 12.12135 0.16
C 6.72472 12.29840 10.94702 -0.70
C 6.65961 10.85803 11.32107 -0.69
C 7.62525 10.67421 12.48988 -0.63
H 4.83529 10.52400 16.78775 0.42
H 3.94955 10.65095 15.26964 0.34
H 4.53090 12.04839 16.22259 0.36
H 6.37123 9.97316 14.78191 0.19
H 6.91101 11.02547 16.01738 0.37
H 6.24999 12.89810 14.90970 0.37
H 5.41530 12.29928 13.48733 0.54
H 8.63933 13.22135 14.74440 0.49
H 9.57661 12.58341 13.55124 0.29
H 8.88269 11.45283 14.84480 0.44
H 8.53777 13.13416 11.73243 -0.80
H 7.24907 13.93352 12.51853 0.57
H 7.18489 12.52258 9.98468 0.47
H 5.75557 12.79683 10.92663 0.34
H 7.01327 10.16300 10.55952 0.39
H 5.62974 10.60622 11.57416 0.31
H 8.64510 10.53439 12.13147 0.44
H 7.42939 9.79655 13.10587 0.38
C 4.63961 16.64673 13.09835 0.38
F 5.33897 17.52351 13.93017 -0.24
F 4.66048 15.38984 13.55321 -0.17
F 3.40503 17.14225 12.95648 -0.19
S 5.41639 16.67928 11.33823 1.06
O 4.32659 16.11545 10.55844 -0.70
O 5.62232 18.12504 11.04250 -0.70
O 6.63677 15.87038 11.43185 -0.97
C 9.81429 17.87453 15.46753 0.36
F 9.91939 17.32942 16.63338 -0.23
F 8.57335 18.35889 15.31837 -0.16
F 10.72771 18.77648 15.40988 -0.21
S 10.18369 16.51947 14.11690 1.39
O 9.11829 15.49507 14.27408 -0.62
O 10.14472 17.29674 12.90953 -0.86
O 11.46908 15.94599 14.50478 -0.93
C 12.84098 13.49610 9.28973 -1.69
C 11.40852 13.22371 9.82002 0.75
C 11.10379 11.76035 10.04386 -1.17
O 11.08864 13.97085 11.03179 -1.34
H 13.62669 13.20377 9.98638 0.34
H 12.88116 14.52363 8.92823 0.34
H 13.17664 12.87133 8.46203 0.45
H 10.81383 13.54715 8.96572 0.20
H 11.67388 11.33940 10.87204 0.21
H 11.36237 11.24958 9.11631 0.46
H 10.07429 11.46483 10.24611 0.04
O 8.69543 16.30075 8.17468 -0.40
S 8.54805 16.91918 6.81290 0.85
O 9.52349 16.48611 5.77480 -0.65
O 7.08264 16.65431 6.18002 -0.36
C 5.83528 16.83363 6.87586 0.38
C 4.70639 16.98509 5.85398 -1.40
C 8.37004 18.74702 6.94087 -0.66
H 5.87860 17.65841 7.58717 0.05
H 5.60135 15.93277 7.44315 0.19
H 3.73818 16.66350 6.23772 0.38
H 4.75768 16.23578 5.06404 0.33
H 4.79373 18.00450 5.47813 0.33
H 7.73218 19.11951 7.74242 -0.23
H 8.02179 19.02991 5.94749 0.49
H 9.39845 19.10823 6.93971 0.52
O 9.55458 18.81506 9.84910 -0.40
S 9.73747 20.07014 10.56089 1.06
O 11.04252 20.73837 10.62156 -0.68
O 8.72091 21.16509 9.85936 -0.39
C 7.32008 20.90628 9.66896 0.23
C 6.75970 21.67485 8.43767 -1.43
C 8.97468 20.04769 12.26696 -0.87
H 6.74650 21.27758 10.51823 0.37
H 7.06022 19.87213 9.44289 0.02
H 7.30287 21.49318 7.51027 0.36
H 7.09023 22.68916 8.66130 0.40
H 5.67348 21.61918 8.36601 0.34
H 8.54002 21.03851 12.39908 0.52
H 9.67818 19.84199 13.07372 0.26
H 8.18794 19.29679 12.19408 0.21
```

Summary:
Kohn-Sham gap   8.147 eV
Highest occupied orbital energy   -8.377 eV


No. 2
# C19H49F6N3O13S4

8 unconnected molecules or ions with the total composition C19H49F6N3O13S4 at a distorted geometry (the ωB97M-V functional and the def2-TZVPD basis, the Open Molecules 2025 dataset).

```
94
Properties=species:S:1:pos:R:3:mulliken_charge:R:1
N 0.66506 0.49188 0.04223 1.54
H 0.89268 -0.38198 -0.41016 -0.27
H 0.53918 0.52263 1.04389 0.33
H -0.11124 0.87081 -0.48109 -0.53
H 1.43402 1.07118 -0.26308 0.84
N 1.27092 -1.60504 -3.93268 0.02
H 1.20558 -1.81174 -2.94621 -0.16
H 0.83315 -0.69563 -3.89474 0.22
H 0.90490 -2.25068 -4.61772 0.41
H 2.26715 -1.47256 -4.03314 0.43
C -4.15199 -3.21354 1.54453 -1.32
C -4.77079 -1.83735 1.12769 0.01
C -4.98206 -1.67497 -0.46449 -0.98
N -3.82812 -0.83702 -1.13381 0.65
C -2.40704 -1.53779 -1.01787 -0.69
C -3.83259 0.67184 -0.62703 0.31
C -4.20783 1.46078 -1.81587 -0.39
C -4.95231 0.52902 -2.75108 -0.82
C -4.09436 -0.73580 -2.64508 -0.61
H -3.30407 -3.30668 2.22311 0.29
H -3.92574 -3.79341 0.64972 0.38
H -4.96392 -3.80398 1.96909 0.34
H -4.09976 -1.04301 1.45456 -0.19
H -5.72498 -1.73771 1.64507 0.66
H -5.86774 -1.10868 -0.75257 0.49
H -4.99453 -2.63627 -0.97815 0.53
H -1.71188 -0.77881 -1.37675 -0.08
H -2.31248 -2.26579 -1.82358 0.39
H -2.21749 -1.85466 0.00768 0.22
H -2.84720 0.98431 -0.28138 -0.42
H -4.48224 0.88073 0.22291 0.39
H -3.39862 1.90496 -2.39549 -0.07
H -4.80526 2.30816 -1.47951 0.52
H -4.93521 0.90459 -3.77419 0.47
H -5.95882 0.37916 -2.36048 0.26
H -3.13137 -0.49211 -3.09383 0.41
H -4.61186 -1.67306 -2.84969 0.32
C -2.63985 0.66568 4.08832 0.54
F -1.84150 -0.19729 4.70224 -0.21
F -3.60562 0.04035 3.40842 -0.24
F -3.21701 1.55306 4.97145 -0.22
S -1.63388 1.85408 2.88314 1.01
O -2.56515 2.37918 1.83344 -0.70
O -1.18147 2.94769 3.77556 -0.67
O -0.56156 1.02644 2.34757 -0.90
C -0.15565 3.43450 -3.72795 0.40
F 0.61758 4.30812 -3.02399 -0.19
F -1.41786 3.87893 -3.72344 -0.19
F 0.24978 3.26808 -4.97018 -0.19
S -0.27104 1.73887 -2.80179 0.84
O 1.06138 1.15433 -2.78981 -0.39
O -0.79940 2.01831 -1.51060 -0.73
O -1.30982 0.93577 -3.49025 -0.69
C 0.04210 -3.53390 0.66531 -1.33
C 0.73438 -3.42862 -0.73354 0.75
C 0.18128 -4.36349 -1.77637 -1.33
O 0.84733 -2.06886 -1.19212 -0.27
H 0.39101 -4.35785 1.28778 0.47
H -1.04444 -3.61180 0.62705 0.21
H 0.19313 -2.59339 1.19515 0.40
H 1.73577 -3.81253 -0.53878 0.03
H -0.82999 -4.06730 -2.05514 0.19
H 0.17218 -5.38764 -1.40335 0.47
H 0.88403 -4.44945 -2.60514 0.38
O 3.02308 1.63773 -0.58518 -0.70
S 4.37290 1.62650 -1.12675 0.91
O 5.35257 2.69568 -0.75775 -0.59
O 4.98677 0.09619 -0.75354 -0.44
C 4.00312 -0.91860 -0.54232 1.16
C 4.61945 -2.34475 -0.58728 -1.46
C 4.18726 1.42923 -2.91697 -0.45
H 3.23750 -0.81241 -1.31086 -0.48
H 3.46718 -0.75503 0.39262 0.09
H 3.90920 -3.08594 -0.22087 0.31
H 5.58334 -2.38158 -0.07966 0.40
H 4.88367 -2.61118 -1.61066 0.39
H 3.76866 2.30382 -3.41495 0.34
H 3.50911 0.58087 -3.00911 -0.19
H 5.20192 1.21122 -3.25016 0.41
O 2.67951 0.42849 2.66026 -0.49
S 2.49792 1.33068 3.80438 0.97
O 1.93830 0.89019 5.06391 -0.61
O 4.07275 1.84536 4.06669 -0.31
C 4.32462 2.58779 5.31561 -0.29
C 5.14412 3.81501 4.89155 -1.10
C 1.91885 3.03965 3.27848 -0.85
H 4.93633 1.98086 5.98310 0.33
H 3.42748 2.93582 5.82759 0.32
H 6.08098 3.53573 4.40949 0.30
H 5.30449 4.47898 5.74098 0.38
H 4.59609 4.45521 4.20025 0.29
H 1.64140 3.64328 4.14263 0.35
H 1.18595 3.06326 2.47200 0.29
H 2.72867 3.53492 2.74274 0.37
```

Summary:
Total charge   +1
Multiplicity   2
Kohn-Sham gap (alpha / beta)   7.346 / 4.006 eV
Highest occupied orbital energy (alpha / beta)   -10.839 / -10.839 eV


No. 3
# C19H49N11O26

13 unconnected molecules or ions with the total composition C19H49N11O26 at a distorted geometry (the ωB97M-V functional and the def2-TZVPD basis, the Open Molecules 2025 dataset).

```
105
Properties=species:S:1:pos:R:3:mulliken_charge:R:1
C -7.54206 24.31887 18.60613 -1.38
N -8.98573 24.64843 18.28625 1.19
O -9.28594 25.67113 17.69304 -0.55
O -9.81172 23.80068 18.65849 -0.66
H -7.36681 23.27325 18.35303 0.35
H -7.41080 24.38085 19.68643 0.39
H -6.88425 24.99011 18.05403 0.76
C -6.13634 25.61512 16.06208 0.26
N -5.36357 26.04303 17.26481 0.96
O -5.13063 25.10455 18.07831 -0.62
O -4.88282 27.20657 17.33083 -0.64
H -6.93125 24.94752 16.39453 -0.76
H -5.43427 25.05398 15.44536 0.53
H -6.54969 26.46728 15.52259 0.60
C -8.04570 22.28762 14.27954 -0.79
N -7.26798 23.15997 15.23694 0.87
O -7.28403 22.81535 16.40047 -0.59
O -6.69605 24.12718 14.78353 -0.26
H -9.07851 22.63541 14.30077 0.17
H -7.95470 21.24987 14.60029 0.52
H -7.52540 22.44415 13.33461 0.41
C -12.17863 25.81969 9.44312 -1.10
N -10.74328 26.24294 9.74903 1.20
O -9.87772 25.36397 9.93410 -0.63
O -10.46487 27.40641 9.57311 -0.62
H -12.91629 26.58613 9.68087 0.39
H -12.34179 24.96271 10.09662 0.36
H -12.17892 25.47771 8.40816 0.51
C -8.68958 29.70669 13.94088 -0.94
N -9.39506 28.75717 14.88826 0.61
O -9.17078 28.81343 16.08008 -0.48
O -10.02633 27.81495 14.42298 -0.35
H -9.37813 30.54208 14.06787 0.36
H -8.67719 29.28548 12.93563 0.34
H -7.69544 29.93020 14.32793 0.30
C -11.58494 22.87066 14.62002 0.11
N -12.36307 24.13402 14.71276 1.22
O -12.95029 24.40138 13.69553 -0.64
O -12.20052 24.92500 15.61821 -0.71
H -12.07787 21.95527 14.94742 0.30
H -10.74394 23.02969 15.29496 0.31
H -11.27485 22.78903 13.57826 -1.01
C -6.65733 26.00146 12.48774 -1.11
N -6.32404 27.22388 13.23919 0.97
O -6.65108 27.24861 14.46914 -0.52
O -5.86182 28.16513 12.63258 -0.63
H -5.91407 25.25500 12.76789 0.29
H -6.59804 26.19976 11.41757 0.64
H -7.63288 25.62051 12.78985 0.35
C -11.52412 28.94684 11.66098 -0.99
N -12.36300 28.20017 10.72603 0.76
O -12.95147 27.26319 11.25460 -0.56
O -12.54500 28.63884 9.60435 -0.56
H -12.12263 29.28821 12.50558 0.27
H -11.12339 29.79739 11.10954 0.40
H -10.62432 28.44401 12.01541 0.35
C -14.04855 26.36844 12.81256 -0.26
N -15.23141 25.58783 12.42779 1.15
O -16.26936 25.77532 13.01810 -0.72
O -15.12029 24.71307 11.62131 -0.64
H -13.63199 26.07150 13.77507 -0.20
H -14.24171 27.43428 12.69098 0.60
H -13.38382 26.11098 11.98797 0.31
C -8.68396 23.01084 10.12655 -1.71
N -7.88112 23.58439 11.26612 1.13
O -7.50675 22.87670 12.09663 -0.51
O -7.65712 24.77292 11.26475 -0.58
H -9.03424 23.82915 9.49745 0.64
H -9.55447 22.45251 10.47090 1.11
H -8.00256 22.27139 9.70582 0.28
C -11.84269 27.31118 15.54484 -0.56
N -13.27039 27.17127 15.82608 1.17
O -13.77512 26.13846 15.45373 -0.55
O -13.81560 28.05625 16.48578 -0.74
H -11.34485 26.35380 15.69871 0.64
H -11.36704 28.05793 16.18063 0.51
H -11.66155 27.53328 14.49319 -0.16
O -12.62819 23.45000 10.54229 -0.44
C -11.81128 22.56834 10.54062 0.64
O -11.06207 22.17423 9.47911 -0.35
C -11.32291 22.68392 8.19594 0.04
C -10.13784 22.07697 7.38106 -1.27
C -11.31701 21.93237 11.80156 0.02
H -11.29124 23.76883 8.09554 -0.17
H -12.28110 22.33204 7.81366 0.55
H -10.26231 20.99755 7.29471 0.35
H -9.18366 22.25488 7.87702 0.25
H -10.11741 22.61990 6.43614 0.43
H -11.01075 20.89001 11.71326 0.41
H -12.25673 21.81121 12.34040 0.60
H -10.59889 22.62188 12.24537 -1.06
O -9.63436 24.11458 14.71342 -0.65
C -9.11090 25.20963 14.47976 1.31
O -9.08109 25.83013 13.25937 0.54
C -9.95158 25.34737 12.20650 -0.88
C -11.34943 25.97552 12.38487 1.66
C -8.53504 25.99637 15.60407 -0.87
H -10.08293 24.26907 12.29668 -0.55
H -9.56466 25.63281 11.22828 1.57
H -11.39504 27.02984 12.11203 -1.40
H -11.66138 25.95832 13.42913 -0.64
H -12.09128 25.43755 11.79467 -0.43
H -8.12046 26.95627 15.29617 1.47
H -7.69866 25.43486 16.02034 -1.51
H -9.32127 26.00378 16.35897 -0.41
```

Summary:
Kohn-Sham gap   8.183 eV
Highest occupied orbital energy   -9.409 eV